# 1
Density functional theory data (ωB97M-V/def2-TZVPD) for a structure of composition C23H37HgO3 at a distorted geometry.

Geometry as XYZ:
```
64
Properties=species:S:1:pos:R:3:forces:R:3:nbo_charge:R:1
O 5.1905 -5.9298 1.2581 0.5617 -1.0166 0.8916 -0.54
C 5.0457 -6.7049 2.4988 -0.0993 0.2549 -0.2067 -0.06
C 6.4564 -7.3049 2.4231 -0.6446 0.7491 -0.6117 -0.46
H 4.2529 -7.4503 2.4111 -0.1491 0.2380 0.0895 0.18
H 4.9002 -6.0408 3.3524 -0.2814 -0.0689 -0.0554 0.18
C 6.5407 -6.4725 1.1095 0.5299 -0.2717 0.0609 0.27
H 6.4712 -8.3827 2.2808 0.1899 0.0249 0.0826 0.21
H 7.1207 -6.9654 3.2138 0.0964 -0.1859 -0.0354 0.21
C 6.6748 -7.3258 -0.1346 0.0487 0.0511 -0.3160 -0.63
H 5.9401 -8.1384 -0.1556 0.0398 0.2130 0.0313 0.21
H 7.6754 -7.7740 -0.1808 -0.1374 0.0721 0.0795 0.21
H 6.5524 -6.7062 -1.0311 -0.0807 -0.1302 0.1120 0.22
C 7.5754 -5.3691 1.1486 0.1208 0.1865 -0.1808 -0.63
H 7.4876 -4.7687 2.0611 -0.0692 -0.0848 -0.1842 0.22
H 7.4572 -4.7168 0.2746 -0.0067 -0.0236 0.2019 0.22
H 8.5861 -5.7929 1.1127 -0.1399 0.0129 0.0274 0.21
Hg -0.1066 -0.2002 0.0849 -1.7142 0.5005 0.5028 1.63
C 0.3952 2.4141 0.7379 -0.4552 0.0472 1.2316 -0.37
C -0.6206 1.8278 1.5791 2.0439 0.3760 1.3717 -0.23
C 0.0099 0.7443 2.3019 -1.2153 0.5551 -0.3451 -0.50
H -1.6125 2.1426 1.8751 0.4108 -0.0377 -0.5096 0.22
C 1.3840 0.6934 1.9210 1.0522 0.4597 -0.3621 -0.46
C 1.5970 1.7027 0.9387 0.4872 0.4190 0.7392 -0.37
H 2.5338 1.9065 0.3988 -0.4726 -0.2394 0.3562 0.20
H 0.2236 3.1569 -0.0404 0.0858 -0.3370 0.4145 0.21
H -0.5343 0.1660 3.0552 0.4992 0.1940 -0.0910 0.21
H 2.1411 0.0985 2.4134 0.0347 -0.1916 -0.2261 0.20
C -0.8389 0.8555 -2.2481 1.3418 -0.8394 -2.2769 -0.21
C 0.5816 1.0116 -2.2060 -1.2681 -0.6788 -1.0381 -0.39
C 1.1679 -0.2865 -2.1109 0.6071 0.3307 -0.3031 -0.45
H 1.0673 1.9757 -2.1885 0.2327 -0.1284 -0.1269 0.21
C 0.1193 -1.2506 -2.0602 0.3666 -0.6216 -0.1168 -0.42
C -1.1264 -0.5507 -2.1242 -0.2432 1.2837 -0.8476 -0.47
H -2.1314 -0.9614 -2.1093 0.2745 -0.1066 -0.0867 0.22
H -1.4858 1.6054 -2.7223 0.2113 -0.5362 1.0727 0.20
H 2.2457 -0.4892 -2.1468 -0.5436 -0.0071 0.1950 0.20
H 0.2309 -2.3490 -2.1060 -0.0159 0.7986 0.2552 0.21
O 1.0805 -2.0623 0.5908 0.9991 -1.6464 1.1261 -0.62
C 2.5409 -2.1754 0.3566 -1.4569 0.1834 -0.2845 -0.07
C 3.0105 -3.0952 1.4613 0.0441 0.1914 0.4824 -0.43
H 2.9846 -1.1621 0.3552 -0.3200 -0.4658 0.2079 0.21
H 2.6145 -2.5763 -0.6655 0.2303 -0.0894 0.3503 0.19
C 1.7510 -3.9066 1.8313 -0.0156 -0.5110 -0.4883 -0.43
H 3.2768 -2.4598 2.3209 0.1715 -0.2946 -0.1569 0.20
H 3.8668 -3.7087 1.1481 -0.2739 0.0869 0.3034 0.24
C 0.6214 -2.9094 1.7186 0.6165 1.3233 -1.0347 -0.07
H 1.7841 -4.3830 2.8187 0.1492 -0.0261 -0.2876 0.21
H 1.5910 -4.6498 1.0322 0.1196 -0.0927 0.4729 0.20
H 0.4921 -2.2808 2.6197 0.1260 -0.1648 -0.3507 0.18
H -0.3653 -3.2802 1.3948 0.4824 -0.1242 0.2656 0.20
C -3.4094 3.1373 0.6108 0.4130 -0.1996 0.2246 -0.64
C -2.7237 2.5472 -0.6157 0.6979 -2.2722 0.6648 0.26
C -3.7902 1.7553 -1.3401 -0.7288 0.3779 -0.8270 -0.62
C -2.1078 3.7311 -1.3521 0.2521 -0.0036 -0.4617 -0.64
O -1.8111 1.5252 -0.2693 -1.5165 1.3696 -0.2294 -0.98
H -4.2185 3.7636 0.2349 -0.2029 0.2523 0.4937 0.18
H -2.6671 3.6965 1.1966 -0.4654 0.1621 -0.0454 0.20
H -3.7679 2.2927 1.2096 -0.2330 0.2853 0.0418 0.20
H -4.6831 2.3839 -1.5497 0.1083 -0.4587 -0.3085 0.16
H -3.3728 1.2684 -2.2349 -0.4224 0.3994 0.0981 0.20
H -4.0393 0.9412 -0.6568 -0.2564 0.1327 -0.0401 0.21
H -1.4448 4.2398 -0.6370 -0.3044 0.1481 -0.2510 0.20
H -1.4640 3.4145 -2.1909 -0.4756 0.2794 0.2084 0.21
H -2.9185 4.4089 -1.6916 0.5632 -0.1039 0.0306 0.18
```
Forces are in eV/Å.

E_HOMO: -1.8 eV
Total charge: -1
Energy relative to the best compared isomer or geometry (same formula, charge and spin): 41.56 kcal/mol
DFT total energy: -34760.92714 eV
HOMO-LUMO gap: 3.8038 eV
F_max: 2.8 eV/A

# 2
Density functional theory data (ωB97M-V/def2-TZVPD) for a structure of composition C23H37MoO2 at a distorted geometry.

Geometry as XYZ:
```
63
Properties=species:S:1:pos:R:3:forces:R:3:nbo_charge:R:1
O 0.2312 1.9832 -2.6407 0.4276 1.4334 1.0556 -0.55
C 1.0606 2.9644 -3.3133 -0.2219 -0.1326 0.1376 -0.06
C -0.0357 4.0307 -3.1715 0.3372 -0.2837 -0.0601 -0.45
H 1.2646 2.6427 -4.3376 0.1737 0.0271 0.1147 0.18
H 2.0065 3.1576 -2.7669 -0.4850 -0.0860 -0.3172 0.17
C -0.8090 2.9775 -2.3262 0.2563 -0.0420 0.0247 0.27
H -0.4681 4.3396 -4.1241 -0.1240 0.0467 0.2432 0.22
H 0.3271 4.8696 -2.5870 -0.3631 0.3496 -0.0971 0.21
C -2.1881 2.4510 -2.7242 -0.4260 0.2053 -0.0678 -0.65
H -2.1854 1.3837 -2.9747 0.1928 0.5041 -0.0299 0.24
H -2.5986 3.0192 -3.5639 0.0006 -0.1810 0.0315 0.23
H -2.8828 2.5593 -1.8795 0.0515 0.0717 -0.2778 0.20
C -0.8746 3.4005 -0.8561 0.1241 -0.0375 0.1305 -0.63
H 0.0846 3.7968 -0.4921 -0.2298 -0.0710 -0.0920 0.21
H -1.1848 2.5652 -0.2080 0.0825 0.1138 -0.3611 0.19
H -1.6475 4.1873 -0.7569 0.4349 -0.2649 -0.0760 0.23
Mo -0.3060 -0.3053 1.7829 1.0047 2.3781 0.9656 0.98
C 0.3642 1.3829 3.3832 0.8521 0.3743 -0.6707 -0.19
C 1.6657 0.7916 3.3589 -0.9949 0.2442 -0.5355 -0.23
C 2.1524 0.8600 2.0189 -0.9471 -0.1272 -0.3748 -0.16
H 2.2215 0.4700 4.2381 -0.2982 -0.2968 -0.3648 0.26
C 1.2018 1.5400 1.2048 -0.4300 0.2036 0.8930 -0.31
C 0.0809 1.8985 2.0566 1.1354 -0.3076 0.0685 -0.34
H -0.7151 2.5832 1.8014 0.1186 -0.1653 0.0346 0.27
H -0.2303 1.5618 4.2784 0.2132 -0.0892 -0.3837 0.24
H 3.1032 0.4719 1.6693 -0.2076 0.0087 0.0744 0.26
H 1.3174 1.8543 0.1741 -0.0173 -0.2849 0.0801 0.28
C -1.8510 -0.4150 3.4089 -0.5600 -0.4002 -0.6518 -0.28
C -2.4488 0.6356 2.6264 -0.4493 -0.7189 -0.0387 -0.21
C -2.8424 0.1061 1.3802 0.9500 -0.0885 0.1606 -0.16
H -2.6814 1.6369 2.9604 0.2870 -0.0224 0.0078 0.26
C -2.3881 -1.2461 1.3036 -0.2576 -0.3800 1.0306 -0.29
C -1.8925 -1.6062 2.6138 -0.5208 -0.0943 -0.2940 -0.30
H -1.6043 -2.5974 2.9363 -0.0510 0.2545 -0.0767 0.27
H -1.4643 -0.3245 4.4147 -0.2850 -0.1459 -0.0769 0.27
H -3.4289 0.6153 0.6175 0.5369 0.0199 0.0670 0.27
H -2.5820 -1.9126 0.4776 0.1312 -0.0565 0.0487 0.28
O 0.0505 -0.8333 -1.9744 0.3724 -1.3008 -1.8088 -0.55
C -0.6010 -0.4978 -3.2241 -0.5944 0.9317 -0.7585 -0.11
C -0.1073 -1.3562 -4.4105 -0.0252 0.0858 0.2768 -0.43
H -0.3281 0.5488 -3.4372 -0.6181 -1.0549 0.2262 0.24
H -1.7059 -0.5788 -3.1379 0.5156 -0.1535 0.2546 0.15
C 0.8648 -2.3545 -3.7579 0.1708 0.4015 -0.2101 -0.43
H 0.4388 -0.7243 -5.1333 -0.3648 -0.2957 0.2693 0.21
H -0.9596 -1.8236 -4.9377 0.5263 0.0945 0.2804 0.22
C 0.7217 -2.0969 -2.2531 -0.5750 -0.5289 0.7274 -0.07
H 1.8743 -2.1495 -4.1089 0.0702 -0.1320 0.0288 0.21
H 0.6032 -3.3895 -4.0117 0.2254 0.2520 0.1892 0.22
H 1.6494 -2.0964 -1.6675 -0.1488 -0.1184 -0.3099 0.18
H 0.0784 -2.9296 -1.9282 0.1036 0.2569 0.5856 0.16
C 0.7261 -3.9816 2.9771 0.3096 -0.2168 0.0507 -0.59
C 1.3047 -2.5855 2.7808 -0.2322 0.0692 0.5297 -0.23
C 2.8025 -2.4889 3.0748 0.0084 -0.2065 -0.1633 -0.60
C 0.8831 -2.0584 1.4204 -0.6164 0.6610 -0.4598 -0.68
H 1.0365 -4.6245 2.1513 0.0210 -0.0985 0.0795 0.22
H -0.3661 -3.9506 2.9735 0.1701 -0.1797 0.0084 0.19
H 1.0592 -4.4256 3.9173 -0.0806 -0.0265 -0.0337 0.22
H 0.8339 -1.9555 3.5539 -0.0726 -0.0064 0.1858 0.18
H 3.3856 -2.9275 2.2638 0.0417 -0.0600 0.0000 0.22
H 3.1389 -1.4554 3.2060 -0.0931 -0.1799 -0.0797 0.20
H 3.0376 -3.0350 3.9931 0.0056 0.1012 -0.0874 0.22
H 1.7163 -1.8882 0.7332 -0.2393 -0.1128 -0.0453 0.24
H 0.0903 -2.6711 0.9539 0.6781 -0.1406 -0.0581 0.23
```
Forces are in eV/Å.

E_HOMO (spin up / spin down): -11.3 / -11.4 eV
Total charge: +1
Energy relative to the best compared isomer or geometry (same formula, charge and spin): 39.25 kcal/mol
Multiplicity: 3
DFT total energy: -30391.17524 eV
⟨S²⟩: 2.03
HOMO-LUMO gap (spin up / spin down): 7.4985 / 7.1081 eV
F_max: 2.8 eV/A